No. 1
Density functional theory data (the ωB97M-V functional and the def2-TZVPD basis) for 12 unconnected molecules or ions with the total composition C52H125N3O14 in a non-equilibrium geometry.

Structure (XYZ):
```
194
C52H125N3O14 | OMol25 | the ωB97M-V functional and the def2-TZVPD basis
C 5.812 1.161 2.488
C 5.085 2.232 1.772
C 3.611 1.862 1.686
C 5.078 3.505 2.753
C 6.500 4.188 2.813
C 6.882 4.535 1.307
C 6.821 3.351 0.297
C 6.910 3.944 -1.078
C 8.039 2.454 0.644
N 5.563 2.664 0.418
O 5.731 1.420 -0.279
H 5.280 1.054 3.450
H 5.836 0.249 1.927
H 6.831 1.409 2.741
H 3.189 1.780 2.692
H 3.028 2.571 1.115
H 3.555 0.941 1.163
H 4.264 4.159 2.331
H 4.738 3.224 3.744
H 6.518 5.124 3.374
H 7.171 3.519 3.307
H 7.907 5.002 1.240
H 6.208 5.269 0.903
H 7.546 4.825 -1.067
H 5.918 4.258 -1.366
H 7.229 3.156 -1.776
H 8.004 2.134 1.694
H 8.928 3.102 0.558
H 8.139 1.592 0.001
H 4.879 1.230 -0.732
C -0.091 -3.691 1.875
C -0.784 -4.758 0.989
C -0.937 -6.005 1.905
C -2.203 -4.290 0.638
C -2.802 -4.962 -0.584
C -1.766 -4.875 -1.693
C -0.473 -5.558 -1.338
C -0.592 -7.091 -1.345
C 0.523 -5.265 -2.449
N -0.011 -4.856 -0.161
O 1.265 -5.381 0.216
H -0.756 -3.370 2.699
H 0.793 -4.164 2.393
H 0.259 -2.777 1.385
H -1.702 -6.749 1.547
H 0.050 -6.433 2.089
H -1.304 -5.571 2.838
H -2.891 -4.413 1.487
H -2.194 -3.213 0.470
H -3.043 -6.025 -0.436
H -3.784 -4.635 -0.870
H -1.409 -3.866 -1.934
H -2.151 -5.323 -2.626
H -0.915 -7.486 -0.385
H 0.382 -7.595 -1.585
H -1.289 -7.561 -2.045
H 0.155 -5.861 -3.367
H 1.552 -5.579 -2.243
H 0.613 -4.243 -2.820
H 1.939 -4.860 -0.315
C -4.170 -0.152 -3.797
C -3.304 -1.183 -4.510
C -3.253 -2.405 -3.546
C -4.040 -1.572 -5.788
C -3.853 -0.512 -6.878
C -2.352 -0.460 -7.221
C -1.574 -0.032 -6.013
C -0.067 -0.153 -6.329
C -1.739 1.492 -5.777
N -1.917 -0.896 -4.857
O -1.236 -0.411 -3.668
H -5.165 -0.566 -3.681
H -3.690 0.096 -2.849
H -4.345 0.743 -4.361
H -2.879 -2.077 -2.566
H -4.284 -2.812 -3.394
H -2.666 -3.248 -3.924
H -3.711 -2.596 -6.190
H -5.054 -1.743 -5.412
H -4.591 -0.591 -7.722
H -4.093 0.403 -6.393
H -2.090 0.233 -8.001
H -1.934 -1.398 -7.578
H 0.502 -0.137 -5.401
H 0.256 0.740 -6.812
H 0.221 -0.996 -6.994
H -1.229 1.862 -4.871
H -2.795 1.776 -5.579
H -1.556 2.099 -6.666
H -1.582 0.432 -3.305
C 2.538 -2.516 -1.374
C 2.762 -1.427 -2.408
C 1.983 -1.677 -3.657
O 2.331 -0.192 -1.922
H 3.006 -2.219 -0.468
H 3.041 -3.360 -1.789
H 1.459 -2.497 -1.247
H 3.833 -1.291 -2.732
H 0.901 -1.462 -3.496
H 2.146 -2.722 -3.931
H 2.350 -1.100 -4.502
H 2.565 0.455 -2.587
C -0.044 3.537 3.036
C 0.485 3.651 4.486
C 0.021 4.872 5.287
O 0.205 2.489 5.268
H 0.201 4.454 2.446
H -1.131 3.298 3.053
H 0.425 2.657 2.549
H 1.596 3.735 4.521
H 0.127 5.823 4.715
H 0.639 4.900 6.185
H -1.021 4.875 5.570
H -0.752 2.469 5.268
C 2.639 4.454 -2.023
C 2.233 3.139 -2.576
C 1.508 3.237 -3.888
O 3.307 2.175 -2.707
H 1.775 5.063 -1.867
H 3.248 4.965 -2.770
H 3.158 4.349 -1.064
H 1.626 2.538 -1.937
H 0.681 3.945 -3.825
H 1.076 2.263 -4.168
H 2.176 3.516 -4.709
H 4.172 2.489 -3.053
C 2.553 -1.084 4.837
C 3.102 -1.229 6.313
C 4.376 -2.055 6.389
O 3.428 0.122 6.796
H 1.895 -0.186 4.916
H 2.023 -2.002 4.553
H 3.393 -0.929 4.141
H 2.307 -1.701 6.889
H 4.208 -3.110 6.121
H 4.732 -2.082 7.431
H 5.110 -1.575 5.707
H 2.697 0.701 6.623
C -5.469 2.606 3.245
C -4.990 1.944 1.976
C -3.706 2.568 1.484
O -4.738 0.531 2.166
H -4.697 2.641 3.975
H -6.279 1.984 3.688
H -5.859 3.635 3.058
H -5.724 2.045 1.164
H -3.789 3.679 1.326
H -3.459 2.195 0.496
H -2.867 2.354 2.137
H -5.467 -0.100 2.155
C -5.259 -2.210 0.131
C -6.614 -1.479 0.147
C -7.631 -2.454 -0.385
O -6.927 -1.142 1.484
H -4.416 -1.728 0.708
H -5.014 -2.376 -0.932
H -5.343 -3.181 0.606
H -6.576 -0.584 -0.487
H -8.571 -2.016 -0.711
H -7.865 -3.173 0.424
H -7.387 -3.024 -1.276
H -7.858 -0.884 1.474
C -1.312 -0.665 0.087
C -0.375 0.477 0.504
C 0.736 0.030 1.422
O 0.103 1.125 -0.633
H -2.169 -0.298 -0.477
H -1.686 -1.192 0.979
H -0.773 -1.431 -0.548
H -1.060 1.132 1.058
H 1.441 -0.639 0.918
H 0.379 -0.613 2.194
H 1.314 0.860 1.843
H 0.737 0.555 -1.114
O -0.175 4.237 -0.766
C -1.633 4.307 -0.719
C -2.243 3.746 -2.022
O -1.997 2.357 -2.168
H 0.064 3.381 -0.401
H -1.998 3.773 0.161
H -1.915 5.340 -0.610
H -1.830 4.316 -2.870
H -3.310 3.906 -2.098
H -1.168 2.176 -1.658
O -2.344 0.694 4.240
C -1.587 -0.491 4.318
C -1.925 -1.289 5.528
O -3.256 -1.844 5.514
H -3.141 0.440 3.757
H -1.669 -1.169 3.403
H -0.555 -0.174 4.359
H -1.710 -0.693 6.422
H -1.239 -2.138 5.566
H -3.726 -1.204 4.984
```

The value obtained for the electronic energy is -3273.670927 hartree. As for the HOMO energy: -8.42 eV. The calculation puts the HOMO-LUMO gap at 8.8 eV. As for the SMILES: CC1(C)CCCC(C)(C)N1O.CC1(C)CCCC(C)(C)N1O.CC1(C)CCCC(C)(C)N1O.CC(C)O.CC(C)O.CC(C)O.CC(C)O.CC(C)O.CC(C)O.CC(C)O.OCCO.OCCO. The calculation puts the largest force on an atom at 3.60 eV/Å. The total charge is 0.

***

No. 2
Density functional theory data (the ωB97M-V functional and the def2-TZVPD basis) for a single C5H8O2 molecule.

Structure (XYZ):
```
15
C5H8O2 | OMol25 | the ωB97M-V functional and the def2-TZVPD basis
C -0.240 -0.708 1.540
C 0.785 -0.757 0.689
O 2.012 -0.294 1.066
C 0.527 -0.899 -0.790
C -0.247 0.362 -1.133
C -0.661 1.236 -0.193
O -1.812 1.949 -0.295
H -0.153 -0.219 2.503
H -1.231 -1.009 1.215
H 2.615 -0.362 0.317
H 1.445 -1.042 -1.381
H -0.091 -1.790 -0.996
H -0.558 0.548 -2.155
H -0.127 1.513 0.710
H -2.394 1.412 -0.849
```

The value obtained for the electronic energy is -345.707677 hartree. As for the HOMO energy: -7.99 eV. As for the energy above the lowest of the compared OMol25 structures with the same formula, charge and spin: 61.0 kcal per mole. The calculation puts the HOMO-LUMO gap at 8.8 eV. As for the SMILES: C=C(O)C/C=C/O. The calculation puts the largest force on an atom at 0.67 eV/Å. The total charge is 0.

***

No. 3
Density functional theory data (the ωB97M-V functional and the def2-TZVPD basis) for a single C5H12O2 molecule.

Structure (XYZ):
```
19
C5H12O2 | OMol25 | the ωB97M-V functional and the def2-TZVPD basis
C -0.725 2.387 -0.935
C -0.413 1.378 0.164
C 0.017 0.032 -0.421
O 1.064 0.198 -1.351
C 0.393 -0.995 0.690
C -0.428 -2.274 0.596
O 1.787 -1.254 0.545
H 0.162 2.547 -1.553
H -1.519 2.012 -1.592
H -1.048 3.349 -0.524
H 0.391 1.757 0.812
H -1.291 1.221 0.809
H -0.826 -0.375 -0.998
H 1.886 0.102 -0.848
H 0.216 -0.529 1.673
H -0.351 -2.701 -0.409
H -0.085 -3.022 1.319
H -1.483 -2.063 0.805
H 2.126 -1.607 1.373
```

The value obtained for the electronic energy is -348.177465 hartree. As for the HOMO energy: -9.80 eV. As for the energy above the lowest of the compared OMol25 structures with the same formula, charge and spin: 17.2 kcal per mole. The calculation puts the HOMO-LUMO gap at 10.5 eV. As for the SMILES: CC[C@@H](O)[C@@H](C)O. The calculation puts the largest force on an atom at 0.33 eV/Å. The total charge is 0.

***

No. 4
Density functional theory data (the ωB97M-V functional and the def2-TZVPD basis) for a single C4H7NO2 molecule.

Structure (XYZ):
```
14
C4H7NO2 | OMol25 | the ωB97M-V functional and the def2-TZVPD basis
H -1.053 1.102 2.182
N -0.745 1.393 1.254
C 0.158 0.616 0.839
C 0.722 -0.618 1.494
O 0.743 0.826 -0.388
C -0.102 0.679 -1.516
C -0.512 -0.781 -1.625
O -1.630 -1.163 -1.860
H 0.712 -0.552 2.584
H 0.110 -1.479 1.196
H 1.739 -0.791 1.138
H -0.984 1.324 -1.481
H 0.520 0.940 -2.379
H 0.323 -1.494 -1.439
```

The value obtained for the electronic energy is -361.812936 hartree. As for the HOMO energy: -9.99 eV. As for the energy above the lowest of the compared OMol25 structures with the same formula, charge and spin: 42.6 kcal per mole. The calculation puts the HOMO-LUMO gap at 10.8 eV. As for the SMILES: [H]/N=C(\C)OCC=O. The calculation puts the largest force on an atom at 0.52 eV/Å. The total charge is 0.

***

No. 5
Density functional theory data (the ωB97M-V functional and the def2-TZVPD basis) for 2 unconnected molecules or ions with the total composition C5H14N2O in a non-equilibrium geometry.

Structure (XYZ):
```
22
C5H14N2O | OMol25 | the ωB97M-V functional and the def2-TZVPD basis
C -1.757 -1.263 -0.055
C -1.233 0.078 -0.562
O -1.900 0.640 -1.453
N -0.669 0.932 0.504
C -0.374 2.309 0.137
N -0.766 0.674 1.877
H -0.931 -1.945 0.159
H -2.398 -1.724 -0.809
H -2.380 -1.158 0.835
H 0.412 2.713 0.779
H -0.029 2.356 -0.898
H -1.287 2.906 0.214
H -1.706 0.423 2.174
H -0.502 1.473 2.455
C 1.684 -0.378 -0.498
C 2.257 -1.747 -0.779
H 1.917 -0.139 0.545
H 2.138 0.392 -1.130
H 0.414 -0.265 -0.899
H 1.985 -1.975 -1.819
H 1.783 -2.495 -0.131
H 3.342 -1.809 -0.648
```

The value obtained for the electronic energy is -383.530590 hartree. As for the HOMO energy: -7.87 eV. As for the energy above the lowest of the compared OMol25 structures with the same formula, charge and spin: 106.7 kcal per mole. The calculation puts the HOMO-LUMO gap at 8.5 eV. As for the SMILES: CC(=O)N(C)N.CC. The calculation puts the largest force on an atom at 6.56 eV/Å. The total charge is 0.

***

No. 6
Density functional theory data (the ωB97M-V functional and the def2-TZVPD basis) for 5 unconnected molecules or ions with the total composition C50H112F6N2P3 in a non-equilibrium geometry.

Structure (XYZ):
```
173
C50H112F6N2P3 | OMol25 | the ωB97M-V functional and the def2-TZVPD basis
C -7.113 0.420 -2.946
C -7.589 -0.392 -1.673
C -7.879 -1.892 -2.077
C -6.623 -2.854 -2.258
P -6.418 -4.333 -1.111
C -4.723 -5.080 -1.584
C -4.410 -5.226 -3.060
C -5.091 -6.423 -3.771
C -4.562 -7.823 -3.433
C -7.791 -5.558 -1.186
C -8.743 -5.242 -2.290
C -10.125 -5.003 -1.824
C -11.230 -5.156 -2.863
C -6.392 -3.751 0.662
C -6.158 -4.741 1.808
C -5.794 -4.085 3.098
C -4.275 -3.730 3.213
H -6.317 -0.229 -3.312
H -6.594 1.337 -2.666
H -7.784 0.407 -3.806
H -8.535 0.046 -1.351
H -6.898 -0.216 -0.848
H -8.540 -2.026 -2.933
H -8.505 -2.235 -1.254
H -5.699 -2.300 -2.421
H -6.787 -3.319 -3.231
H -4.641 -6.039 -1.073
H -3.969 -4.419 -1.158
H -3.331 -5.383 -3.041
H -4.316 -4.285 -3.602
H -4.912 -6.188 -4.820
H -6.174 -6.411 -3.654
H -4.924 -8.543 -4.166
H -4.849 -8.146 -2.432
H -3.480 -7.711 -3.365
H -8.276 -5.530 -0.210
H -7.188 -6.459 -1.298
H -8.747 -6.135 -2.916
H -8.451 -4.458 -2.988
H -10.275 -4.003 -1.418
H -10.319 -5.626 -0.951
H -12.227 -5.368 -2.479
H -10.938 -5.821 -3.677
H -11.418 -4.205 -3.360
H -7.345 -3.222 0.686
H -5.700 -2.919 0.794
H -5.358 -5.438 1.557
H -7.146 -5.200 1.850
H -6.105 -4.778 3.880
H -6.467 -3.233 3.199
H -4.047 -3.354 4.211
H -3.942 -2.932 2.549
H -3.715 -4.661 3.130
C 9.279 -1.492 -1.131
C 8.294 -1.649 0.128
C 8.673 -0.732 1.342
C 7.527 -0.845 2.340
P 7.459 0.502 3.691
C 8.953 0.296 4.622
C 9.475 1.499 5.498
C 10.634 0.983 6.408
C 11.778 0.281 5.549
C 7.228 2.134 2.964
C 6.168 2.184 1.833
C 6.449 3.327 0.855
C 7.746 3.235 -0.086
C 5.945 0.165 4.622
C 5.856 -1.324 4.972
C 4.456 -1.729 5.198
C 3.800 -0.904 6.345
H 9.320 -2.447 -1.655
H 10.289 -1.425 -0.725
H 8.994 -0.621 -1.722
H 8.164 -2.704 0.373
H 7.300 -1.408 -0.250
H 8.615 0.278 0.937
H 9.623 -0.985 1.813
H 7.693 -1.809 2.821
H 6.592 -0.754 1.787
H 9.617 -0.037 3.824
H 8.852 -0.612 5.217
H 8.695 1.697 6.234
H 9.783 2.340 4.876
H 10.249 0.214 7.078
H 10.893 1.835 7.036
H 11.285 -0.621 5.186
H 12.634 -0.077 6.121
H 11.959 0.878 4.655
H 8.170 2.456 2.521
H 7.021 2.834 3.774
H 5.135 2.265 2.173
H 6.068 1.197 1.381
H 6.418 4.278 1.386
H 5.561 3.451 0.236
H 7.978 4.130 -0.664
H 7.664 2.299 -0.639
H 8.598 2.899 0.504
H 5.105 0.430 3.981
H 5.900 0.749 5.541
H 6.369 -1.692 5.861
H 6.124 -2.013 4.172
H 4.419 -2.769 5.523
H 3.865 -1.654 4.285
H 2.860 -1.409 6.567
H 3.507 0.116 6.098
H 4.389 -0.931 7.261
C -3.920 2.656 6.890
C -3.107 3.889 7.410
C -3.096 5.091 6.446
C -2.147 5.057 5.167
N -2.490 6.066 4.034
C -3.782 5.785 3.146
C -3.411 6.164 1.698
C -1.901 6.476 1.620
C -1.370 5.862 2.973
C -2.598 7.503 4.599
H -3.379 2.042 6.170
H -4.846 2.951 6.396
H -4.384 2.041 7.660
H -2.087 3.785 7.780
H -3.635 4.271 8.284
H -2.900 6.038 6.950
H -4.132 5.313 6.190
H -2.135 4.041 4.771
H -1.127 5.295 5.471
H -4.655 6.240 3.614
H -3.953 4.711 3.084
H -3.980 7.045 1.402
H -3.811 5.323 1.132
H -1.665 7.536 1.713
H -1.344 6.139 0.746
H -0.365 6.079 3.337
H -1.362 4.785 2.805
H -2.844 8.167 3.770
H -1.704 7.729 5.180
H -3.460 7.605 5.259
C 5.065 3.050 -7.557
C 3.789 2.573 -6.767
C 2.594 2.553 -7.602
C 1.444 1.691 -7.013
N 0.227 1.444 -8.004
C 0.708 0.620 -9.221
C 0.150 -0.789 -9.104
C -1.110 -0.560 -8.301
C -0.808 0.547 -7.314
C -0.399 2.749 -8.369
H 5.966 3.061 -6.945
H 4.815 4.045 -7.925
H 5.351 2.540 -8.477
H 3.442 3.202 -5.947
H 3.993 1.702 -6.144
H 3.005 2.060 -8.483
H 2.274 3.564 -7.856
H 1.016 2.113 -6.103
H 1.813 0.698 -6.756
H 0.425 1.181 -10.112
H 1.787 0.473 -9.267
H -0.160 -1.431 -9.928
H 0.865 -1.259 -8.429
H -1.882 -0.223 -8.993
H -1.397 -1.510 -7.851
H -1.719 1.006 -6.932
H -0.285 0.189 -6.426
H 0.323 3.300 -8.972
H -0.514 3.447 -7.539
H -1.401 2.824 -8.792
P -0.059 -0.382 0.067
F 0.903 0.749 -0.428
F 0.123 0.120 1.663
F -1.480 0.442 -0.137
F -0.903 -1.678 0.675
F -0.170 -0.879 -1.485
F 1.205 -1.357 0.240
```

The value obtained for the electronic energy is -3704.310830 hartree. As for the HOMO energy: -14.87 eV. As for the energy above the lowest of the compared OMol25 structures with the same formula, charge and spin: 36.9 kcal per mole. The calculation puts the HOMO-LUMO gap at 10.5 eV. The calculation puts the largest force on an atom at 3.17 eV/Å. The total charge is +3.